{
  "formula": "C4H8O2",
  "method": "wB97M-V/def2-TZVPD",
  "lumo_ev": 0.95,
  "smiles": "OCC[C@H]1CO1",
  "homo_ev": -10.0,
  "species": ["O", "C", "C", "C", "C", "O", "H", "H", "H", "H", "H", "H", "H", "H"],
  "coordinates": [[-1.23300, 1.70590, -0.57200], [-0.23318, 1.63981, 0.45340], [0.58002, 0.31309, 0.47848], [-0.07088, -0.69230, -0.43813], [0.52089, -2.02450, -0.55003], [-0.67711, -1.82546, 0.18471], [-2.05718, 1.28621, -0.28576], [0.43174, 2.47303, 0.21572], [-0.68301, 1.82545, 1.43520], [1.61824, 0.47412, 0.15150], [0.63610, -0.13125, 1.48262], [-0.68247, -0.17391, -1.18471], [1.40345, -2.21907, 0.06643], [0.44638, -2.65111, -1.43742]]
}

=====

{
  "formula": "C4H10NO",
  "method": "wB97M-V/def2-TZVPD",
  "lumo_ev": -5.56,
  "charge": 1,
  "homo_ev": -14.5,
  "species": ["C", "C", "C", "C", "N", "H", "H", "H", "H", "H", "H", "H", "H", "H", "H", "O"],
  "coordinates": [[1.88087, 0.45790, 1.50605], [1.17390, 0.19217, 0.14602], [1.53570, -0.43328, -1.00098], [-1.08862, -0.35175, 1.24209], [-0.28906, 0.16025, 0.33318], [1.76545, -0.43251, 2.18677], [2.95624, 0.66355, 1.56932], [1.25270, 1.27089, 1.92546], [0.78452, -0.75870, -1.69205], [2.59052, -0.45272, -1.35809], [-1.90179, -0.88538, 0.84199], [-0.70878, -0.89743, 2.21912], [-0.94745, 0.49517, -0.47943], [-3.36908, 0.12462, -1.91010], [-2.06056, -0.43502, -2.55683], [-2.41868, 0.12444, -1.80469]]
}